{"formula": "C5H12OS", "method": "the ωB97M-V functional and the def2-TZVPD basis", "species": ["C", "S", "C", "C", "C", "C", "O", "H", "H", "H", "H", "H", "H", "H", "H", "H", "H", "H", "H"], "coordinates": [[1.715537, -2.045230, 1.696979], [1.302322, -2.115096, -0.052666], [1.427005, -0.373744, -0.445441], [0.222016, 0.479196, -0.003179], [-0.684268, 0.799677, -1.198392], [-2.053269, 1.394465, -0.875945], [-2.696759, 0.610551, 0.139976], [1.889134, -3.052542, 2.062703], [2.636631, -1.489638, 1.857766], [0.881114, -1.650025, 2.287769], [2.344399, 0.008618, 0.012107], [1.514077, -0.309517, -1.526610], [-0.352842, -0.030830, 0.764420], [0.600315, 1.415757, 0.406699], [-0.811682, -0.138789, -1.737867], [-0.201218, 1.534456, -1.854544], [-1.894024, 2.383664, -0.442402], [-2.639021, 1.382650, -1.796791], [-3.199468, 1.196377, 0.705418]], "forces_ev_per_a": [[-0.4, -0.1, 0.3], [0.1, -0.5, -0.1], [-0.2, 0.5, 0.3], [0.0, 0.4, -0.4], [-0.1, -0.1, 0.2], [0.6, -0.6, 0.9], [0.1, -0.2, -0.4], [0.0, -0.2, -0.2], [-0.1, 0.2, 0.0], [0.3, 0.2, -0.1], [0.0, -0.1, -0.2], [0.3, 0.0, -0.1], [0.0, 0.0, 0.1], [-0.1, 0.1, 0.2], [-0.2, 0.0, -0.3], [0.1, -0.3, -0.1], [-0.2, 0.3, -0.5], [-0.2, 0.4, 0.1], [-0.1, 0.0, 0.0]], "smiles": "CSCCCCO", "energy_ev": -18261.931, "orbital_gap_ev": 9.32}

***

{"formula": "C5H12OS2", "method": "the ωB97M-V functional and the def2-TZVPD basis", "species": ["C", "C", "C", "C", "C", "O", "S", "S", "H", "H", "H", "H", "H", "H", "H", "H", "H", "H", "H", "H"], "coordinates": [[-0.672264, 1.585155, 0.217399], [-0.799981, -0.468824, -1.356924], [-1.307359, -2.478548, 0.768556], [2.378430, -1.758715, 0.827243], [-0.528511, 0.072258, -0.052715], [1.971577, -0.695376, -1.692627], [-0.939233, -0.807797, 1.413208], [1.991413, -0.228986, -0.232475], [0.243649, 1.983117, 0.773813], [-1.581737, 1.961504, 0.537972], [-0.367671, 2.161182, -0.717094], [-1.141306, 0.317970, -1.972223], [0.122002, -0.857721, -1.797884], [-1.521252, -1.267240, -1.436597], [-1.352587, -3.095203, 1.591908], [-0.485966, -2.712969, 0.071479], [-2.167674, -2.516123, 0.243220], [1.538801, -2.312910, 1.198620], [3.075796, -1.549067, 1.640799], [3.066192, -2.326139, 0.110091]], "forces_ev_per_a": [[5.1, 0.4, -2.3], [-0.4, -0.5, -0.5], [3.5, 2.0, -0.5], [1.9, 0.4, -1.9], [1.0, 0.6, 2.2], [0.2, 0.1, 1.2], [-0.5, -0.3, -0.2], [-1.1, -0.7, -0.3], [-1.6, -0.8, 0.4], [-1.8, 0.3, 0.9], [-0.9, -0.9, 0.5], [-0.3, 0.9, -1.0], [0.7, -0.1, -0.4], [-0.3, -0.3, 0.3], [0.1, -1.5, 1.7], [-0.2, -0.4, 0.5], [-3.0, 0.1, -1.6], [-0.5, -0.2, -0.1], [-0.4, 0.6, 0.1], [-1.4, 0.4, 0.7]], "energy_ev": -29094.586, "orbital_gap_ev": [7.55, 7.55]}

***

{"formula": "C5H12S", "method": "the ωB97M-V functional and the def2-TZVPD basis", "species": ["C", "C", "C", "H", "H", "H", "H", "H", "H", "C", "S", "C", "H", "H", "H", "H", "H", "H"], "coordinates": [[2.327406, 0.300924, 2.775731], [2.779192, 0.757892, 1.623577], [3.065980, -0.117831, 0.424188], [2.187089, 0.774204, 3.734154], [2.071669, -0.762692, 2.819116], [3.003320, 1.822610, 1.553229], [3.963741, -0.622226, 0.735146], [3.272902, 0.380132, -0.519120], [2.150038, -0.645601, 0.165157], [-1.880663, 0.838442, -1.173076], [-2.785485, 0.097139, -2.545203], [-3.680503, -1.250328, -1.749167], [-0.957553, 0.251820, -1.128868], [-1.445692, 1.748746, -1.531018], [-2.386670, 1.013924, -0.238398], [-4.191535, -0.913146, -0.862141], [-3.049584, -2.122331, -1.618157], [-4.443648, -1.551674, -2.465147]], "forces_ev_per_a": [[-0.3, -1.6, 0.1], [0.0, 1.4, -0.1], [-0.7, 1.0, 0.2], [0.1, 0.7, -0.3], [0.1, 0.1, 0.0], [0.1, -0.1, -0.1], [0.0, -1.2, -0.4], [0.3, 0.7, 0.2], [0.4, -1.0, 0.4], [1.4, -0.8, -0.9], [-0.6, 0.5, 0.0], [0.0, -0.1, -0.8], [-0.3, -0.3, 1.0], [-0.3, 1.0, -0.3], [-0.3, -0.2, 0.2], [0.0, 0.0, 0.4], [0.1, 0.0, 0.5], [-0.1, 0.1, -0.1]], "smiles": "C=CC.CSC", "energy_ev": -16213.300, "orbital_gap_ev": 9.32}

***

{"formula": "C5H12S", "method": "the ωB97M-V functional and the def2-TZVPD basis", "species": ["C", "C", "S", "C", "C", "C", "H", "H", "H", "H", "H", "H", "H", "H", "H", "H", "H", "H"], "coordinates": [[1.276780, -2.480068, 0.342486], [0.505924, -1.303979, 0.824435], [-0.104855, -0.182518, -0.269193], [1.007304, 1.341201, -0.458635], [-1.540725, 0.545234, 0.517946], [-2.000976, 1.903547, -0.107198], [2.083900, -2.856421, 1.073285], [1.926854, -2.250205, -0.606752], [0.733716, -3.237780, -0.099593], [-0.126005, -1.406612, 1.720895], [0.641207, -0.820229, -1.329801], [1.109612, 1.929339, 0.403752], [2.003617, 0.833661, -0.413339], [0.978505, 1.844668, -1.438462], [-2.196151, -0.323981, 0.380906], [-2.696867, 1.631383, -0.850007], [-2.528196, 2.422699, 0.705129], [-1.073644, 2.410065, -0.395853]], "forces_ev_per_a": [[3.9, 1.3, -1.0], [-1.4, 0.5, -0.1], [2.1, 0.4, 2.6], [1.6, -2.3, -1.3], [1.0, -0.5, -2.2], [0.9, -1.8, 2.2], [-1.5, 0.4, -0.9], [-0.7, 0.2, 1.7], [-1.6, -2.2, -0.1], [0.5, 0.4, -0.4], [-1.0, 0.7, -0.2], [-0.9, 1.2, 1.1], [-0.7, 0.1, -0.4], [-0.4, 0.0, 0.5], [-0.7, 0.5, 0.5], [-0.7, 0.6, -1.4], [0.3, 0.2, -0.3], [-0.8, 0.3, -0.2]], "smiles": "CC=[SH](C)=CC", "energy_ev": -16207.933, "orbital_gap_ev": [7.38, 7.38]}

***

{"formula": "C5H12S", "method": "the ωB97M-V functional and the def2-TZVPD basis", "species": ["C", "C", "C", "C", "S", "C", "H", "H", "H", "H", "H", "H", "H", "H", "H", "H", "H", "H"], "coordinates": [[0.462591, 0.390081, -1.651645], [0.262878, 1.762922, -0.828134], [-0.016098, 1.215638, 0.615803], [0.736027, 1.211343, 1.752292], [-0.177729, -2.468202, -0.871470], [0.151347, -2.037530, 0.841173], [0.645387, -0.404487, -0.892455], [-0.273614, -0.000872, -2.354923], [1.411068, 0.504368, -2.226323], [-0.625967, 2.228161, -1.292443], [1.109233, 2.404384, -0.817096], [-2.622294, -0.323021, 1.019393], [-1.151645, 0.930363, 0.764897], [-2.199914, -0.721639, 0.576602], [1.759532, 1.124585, 1.731602], [-0.506955, -2.613623, 1.512660], [-0.153454, -1.045117, 1.152948], [1.189609, -2.157348, 0.967119]], "forces_ev_per_a": [[1.8, 0.5, 0.9], [-1.4, -1.7, -0.6], [-2.0, 0.1, 2.9], [-3.2, 1.6, -5.4], [-0.5, -0.1, 0.6], [-1.2, -0.6, -0.4], [0.2, 0.4, -0.8], [-0.5, 0.8, 0.4], [-0.5, -0.1, 0.5], [0.4, 0.2, 0.9], [0.7, 0.4, -0.2], [-0.4, 0.2, 0.3], [2.2, 0.0, -0.5], [0.1, -0.3, -0.3], [2.6, -1.2, 1.5], [0.6, -0.5, -0.3], [0.0, 0.6, -0.3], [1.1, -0.4, 0.9]], "energy_ev": -16199.126, "total_charge": 1, "s_squared": 1.007, "multiplicity": 2, "orbital_gap_ev": [4.30, 5.27]}

***

{"formula": "C5H12S2", "method": "the ωB97M-V functional and the def2-TZVPD basis", "species": ["C", "C", "C", "C", "C", "S", "S", "H", "H", "H", "H", "H", "H", "H", "H", "H", "H", "H", "H"], "coordinates": [[-1.522081, 0.738437, 1.209344], [-1.188403, 0.710421, -1.477853], [1.073665, -1.021783, 0.264527], [1.988114, 0.146871, 0.086127], [-1.302562, 0.090736, -0.148184], [3.752131, -0.551765, -0.132035], [-2.378779, -1.309981, -0.036265], [-1.173378, 0.202470, 2.106098], [-1.102755, 1.812263, 1.121856], [-2.585380, 0.926186, 1.284769], [-0.268707, 1.195083, -1.456101], [-1.995065, 1.601423, -1.590308], [-1.224224, 0.126419, -2.370061], [0.904931, -1.690604, 1.066275], [0.734210, -1.499707, -0.696252], [1.944840, 0.885661, -0.796498], [1.985935, 0.640897, 0.969066], [3.954021, -0.771596, 1.207637], [-1.596506, -2.231439, -0.612143]], "forces_ev_per_a": [[1.1, 3.2, -1.5], [-2.2, 2.9, 0.8], [-1.8, 0.9, -4.4], [0.8, -1.9, -2.2], [-0.2, -2.6, 1.6], [-0.3, 0.3, 1.0], [-0.1, -0.9, -0.2], [0.0, 0.1, -0.7], [-0.2, -1.5, 0.7], [-0.5, 0.0, 0.4], [1.8, 1.3, -0.4], [1.5, -1.9, 0.2], [-0.3, -0.9, -0.1], [0.3, 0.1, 1.3], [0.6, 0.4, 1.0], [-0.7, -1.5, 1.3], [0.4, 2.1, 2.5], [-0.1, 0.1, -0.8], [-0.1, -0.1, -0.3]], "energy_ev": -27045.568, "orbital_gap_ev": [8.06, 7.77]}

***

Please write out number 2 again, unchanged.
{"formula": "C5H12OS2", "method": "the ωB97M-V functional and the def2-TZVPD basis", "species": ["C", "C", "C", "C", "C", "O", "S", "S", "H", "H", "H", "H", "H", "H", "H", "H", "H", "H", "H", "H"], "coordinates": [[-0.672264, 1.585155, 0.217399], [-0.799981, -0.468824, -1.356924], [-1.307359, -2.478548, 0.768556], [2.378430, -1.758715, 0.827243], [-0.528511, 0.072258, -0.052715], [1.971577, -0.695376, -1.692627], [-0.939233, -0.807797, 1.413208], [1.991413, -0.228986, -0.232475], [0.243649, 1.983117, 0.773813], [-1.581737, 1.961504, 0.537972], [-0.367671, 2.161182, -0.717094], [-1.141306, 0.317970, -1.972223], [0.122002, -0.857721, -1.797884], [-1.521252, -1.267240, -1.436597], [-1.352587, -3.095203, 1.591908], [-0.485966, -2.712969, 0.071479], [-2.167674, -2.516123, 0.243220], [1.538801, -2.312910, 1.198620], [3.075796, -1.549067, 1.640799], [3.066192, -2.326139, 0.110091]], "forces_ev_per_a": [[5.1, 0.4, -2.3], [-0.4, -0.5, -0.5], [3.5, 2.0, -0.5], [1.9, 0.4, -1.9], [1.0, 0.6, 2.2], [0.2, 0.1, 1.2], [-0.5, -0.3, -0.2], [-1.1, -0.7, -0.3], [-1.6, -0.8, 0.4], [-1.8, 0.3, 0.9], [-0.9, -0.9, 0.5], [-0.3, 0.9, -1.0], [0.7, -0.1, -0.4], [-0.3, -0.3, 0.3], [0.1, -1.5, 1.7], [-0.2, -0.4, 0.5], [-3.0, 0.1, -1.6], [-0.5, -0.2, -0.1], [-0.4, 0.6, 0.1], [-1.4, 0.4, 0.7]], "energy_ev": -29094.586, "orbital_gap_ev": [7.55, 7.55]}